1.
2 unconnected molecules or ions with the total composition C3H2NOS2, computed with ωB97M-V/def2-TZVPD.

Summary:
ΔE to the lowest compared entry with this formula, charge and spin, kcal per mole: 84.0
HOMO (alpha / beta), eV: -4.02 / -4.02

```
! RIJCOSX wB97M-V def2-TZVPD def2/J DEFGRID3
* xyz -1 1
C 1.1702 0.4122 -1.3055
C 1.5647 0.1319 -2.4815
C -1.7725 -1.1105 -0.5496
N 1.0557 0.8344 -0.1390
O -2.7808 -1.7284 -0.2887
S 1.9645 0.1808 -4.0253
S -0.5760 -1.5232 -1.6986
H -1.5291 -0.1567 -0.0289
H 1.5039 0.2953 0.6010
*
```

2.
3 unconnected molecules or ions with the total composition C35H52B2F4IN2O10PS, computed with ωB97M-V/def2-TZVPD.

Summary:
HOMO, eV: -8.55
SMILES string: CCCc1c(S)c2c(c(CCCI)c1P(C)O)C(=O)c1c(B(O)O)c(CC(=O)F)c(B(O)CC)c(COC(F)(F)F)c1C2=O.COC[C@@H](C)N.COC[C@@H](C)N

```
! RIJCOSX wB97M-V def2-TZVPD def2/J DEFGRID3
* xyz 0 1
C -3.2517 -2.4849 -6.2635
C -4.3948 -3.4870 -6.0937
C -4.0605 -4.6957 -5.1898
C -3.1287 -4.3616 -4.0494
C -3.6447 -3.6649 -2.9432
S -5.3655 -3.1749 -2.9039
C -2.7952 -3.3363 -1.8848
C -1.4432 -3.6964 -1.9018
C -0.9081 -4.3922 -2.9950
C 0.5498 -4.7484 -3.0186
C 1.3491 -3.5081 -3.4590
C 2.6994 -3.8872 -4.0362
I 3.9769 -2.1444 -4.1366
C -1.7647 -4.7127 -4.0712
P -1.1987 -5.5600 -5.6202
C -0.8634 -7.2839 -5.0840
O 0.3129 -4.8987 -5.9033
C -0.6506 -3.2982 -0.6845
O 0.1572 -4.0179 -0.1476
C -0.9861 -1.9578 -0.1382
C -0.0116 -1.1157 0.3921
B 1.5040 -1.5772 0.5059
O 2.2505 -1.8100 -0.5934
O 2.0472 -1.7135 1.7866
C -0.4010 0.1536 0.8571
C 0.6735 1.0755 1.3753
C 1.4919 1.7138 0.2921
O 2.6177 2.0074 0.4113
F 0.8424 1.9693 -0.8255
C -1.7387 0.5525 0.8046
B -2.1817 2.0054 1.2788
O -2.3328 2.2009 2.6149
C -2.4069 3.1486 0.2115
C -1.7238 4.4815 0.6133
C -2.7259 -0.3249 0.3284
C -4.1630 0.1187 0.2962
O -4.6947 0.4067 1.6017
C -5.3257 -0.6030 2.2302
F -5.7822 -0.1317 3.3938
F -6.3664 -1.0651 1.5391
F -4.5142 -1.6261 2.4977
C -2.3346 -1.5838 -0.1404
C -3.2873 -2.5977 -0.6784
O -4.3398 -2.8481 -0.1596
H -3.4733 -1.8565 -7.1207
H -2.3302 -3.0128 -6.4935
H -3.1545 -1.8653 -5.3772
H -5.2945 -3.0113 -5.7195
H -4.6410 -3.8900 -7.0741
H -3.6724 -5.4969 -5.8011
H -4.9901 -5.0386 -4.7448
H -5.8197 -4.1425 -2.0971
H 0.7406 -5.5484 -3.7183
H 0.8605 -5.0636 -2.0304
H 1.4314 -2.7917 -2.6531
H 0.7892 -3.0151 -4.2505
H 2.5887 -4.1819 -5.0682
H 3.2394 -4.6209 -3.4523
H -0.4836 -7.8250 -5.9478
H -0.1389 -7.3766 -4.2761
H -1.8212 -7.7136 -4.8091
H 0.9387 -5.6282 -5.9949
H 3.0450 -2.2890 -0.3197
H 1.7875 -2.5765 2.1336
H 0.2565 1.9128 1.9380
H 1.3466 0.5777 2.0606
H -2.4207 3.1465 2.7925
H -2.0113 2.8172 -0.7438
H -3.4736 3.3441 0.1106
H -1.2533 4.9771 -0.2282
H -2.4334 5.1857 1.0404
H -0.9691 4.3111 1.3796
H -4.7967 -0.5604 -0.2542
H -4.2130 1.0657 -0.2361
C 2.4929 6.4113 4.5363
O 2.1246 5.3933 3.6233
C 1.5598 5.8398 2.4061
C 2.5800 6.2356 1.3306
C 3.2082 7.6074 1.5533
N 3.6448 5.2414 1.1912
H 1.7986 7.2550 4.4987
H 3.5106 6.7630 4.3521
H 2.4642 5.9797 5.5372
H 0.9922 4.9856 2.0276
H 0.8382 6.6472 2.5904
H 2.0343 6.2778 0.3827
H 3.9435 7.5940 2.3578
H 3.7256 7.9315 0.6511
H 2.4500 8.3562 1.7936
H 3.2302 4.3420 0.9570
H 4.0445 5.0928 2.1149
C 2.4759 0.2013 5.6484
O 2.2625 1.2615 4.7369
C 2.8926 2.4901 5.0667
C 4.3615 2.5903 4.6274
C 5.3300 1.8330 5.5307
N 4.5520 2.1373 3.2478
H 2.5280 0.5633 6.6793
H 3.3852 -0.3557 5.4085
H 1.6310 -0.4822 5.5617
H 2.3303 3.2558 4.5312
H 2.7806 2.7030 6.1390
H 4.6320 3.6504 4.6778
H 5.2735 0.7555 5.3765
H 6.3553 2.1345 5.3169
H 5.1314 2.0396 6.5848
H 3.9718 2.7014 2.6323
H 4.1443 1.2083 3.1771
*
```

3.
A molecular structure, C5H14Br2FNO2V, computed with ωB97M-V/def2-TZVPD.

Summary:
HOMO (alpha / beta), eV: -7.58 / -7.69

```
! RIJCOSX wB97M-V def2-TZVPD def2/J DEFGRID3
* xyz 0 2
O -1.2113 -3.3589 -3.2912
V -1.7400 -4.3871 -4.4064
F -1.6675 -2.3321 -6.4638
C -0.8846 1.4740 2.1121
N 0.3348 0.6678 1.5956
C 0.9908 0.1522 2.9126
C -0.0630 -0.6705 0.9199
C 1.4178 1.4331 0.8020
C 0.8976 2.2746 -0.4133
O 0.3107 3.4405 0.1230
H -1.4628 0.8831 2.8225
H -1.5975 1.5745 1.2937
H -0.5355 2.4189 2.5287
H 0.3827 -0.3725 3.6494
H 1.3362 1.0610 3.4053
H 1.9194 -0.3214 2.5938
H 0.8615 -1.2075 0.7074
H -0.6444 -0.5907 0.0014
H -0.6497 -1.1846 1.6812
H 2.1080 0.7058 0.3744
H 2.0076 2.0881 1.4433
H 0.1093 1.7343 -0.9375
H 1.7297 2.5450 -1.0634
H -0.1072 3.9131 -0.6006
Br -4.8985 -5.6958 -5.8209
Br 1.0559 -6.2449 -5.9690
*
```

Here are the calculated max |F| numbers, same order: 1.705, 1.821, 4.071 (eV Å⁻¹).